Entry 1:
{
  "formula": "C5H5N2O4P",
  "method": "ωB97M-V with the def2-TZVPD basis set",
  "symbols": ["C", "C", "C", "C", "C", "N", "N", "O", "O", "O", "O", "P", "H", "H", "H", "H", "H"],
  "positions_angstrom": [[-2.446, 0.609, -0.532], [-1.773, -0.356, -1.200], [-1.943, 1.052, 0.708], [-0.259, -0.440, 0.478], [1.080, -0.867, 0.996], [-0.655, -0.919, -0.714], [-0.828, 0.541, 1.240], [3.345, 0.672, 0.734], [2.375, -0.557, -1.264], [1.496, 1.795, -0.632], [1.707, -2.101, 0.623], [2.191, 0.515, -0.231], [-3.118, 1.320, -1.002], [-2.087, -0.816, -2.184], [-2.488, 1.955, 1.129], [1.090, -0.653, 2.039], [2.312, -1.749, -0.187]],
  "total_energy_ev": -25725.5997,
  "orbital_gap_ev": 5.7,
  "charge": -2,
  "lumo_energy_ev": 6.142,
  "smiles": "O=P([O-])([O-])[C@H](O)c1ncccn1"
}

---

Entry 2:
{
  "formula": "C5H5N3",
  "method": "ωB97M-V with the def2-TZVPD basis set",
  "symbols": ["C", "C", "C", "C", "C", "H", "H", "H", "H", "H", "N", "N", "N"],
  "positions_angstrom": [[-1.986, -0.158, -0.131], [0.047, -0.709, 0.192], [2.030, -0.153, -0.145], [1.398, 1.082, -0.143], [0.026, 0.800, 0.328], [-1.750, 1.860, 0.193], [-3.088, -0.169, -0.214], [3.122, -0.224, -0.255], [1.917, 2.023, 0.005], [0.053, 1.080, 1.393], [-1.311, 1.044, -0.263], [-1.233, -1.209, 0.050], [1.208, -1.227, -0.034]],
  "total_energy_ev": -9734.5095,
  "orbital_gap_ev": 8.6,
  "lumo_energy_ev": 0.067,
  "smiles": "C1=C[C@H]2NC=NC2=N1"
}

---

Entry 3:
{
  "formula": "C5H5N3",
  "method": "ωB97M-V with the def2-TZVPD basis set",
  "symbols": ["C", "C", "C", "C", "C", "N", "N", "N", "H", "H", "H", "H", "H"],
  "positions_angstrom": [[-2.376, -0.162, -1.375], [-1.651, 2.012, -0.011], [0.241, 1.199, 0.717], [-1.673, 0.791, -0.648], [0.413, -1.091, -0.271], [-3.015, -1.026, -1.810], [-0.550, 2.289, 0.738], [-0.094, 0.143, 0.011], [-2.359, 2.792, -0.281], [1.114, 1.104, 1.229], [1.427, -1.238, 0.057], [0.005, -2.043, 0.170], [0.511, -1.405, -1.279]],
  "total_energy_ev": -9733.4271,
  "orbital_gap_ev": 9.5,
  "lumo_energy_ev": 0.310,
  "smiles": "Cn1cncc1C#N"
}

---

Entry 4:
{
  "formula": "C5H5N3",
  "method": "ωB97M-V with the def2-TZVPD basis set",
  "symbols": ["C", "C", "C", "C", "C", "H", "H", "H", "H", "H", "N", "N", "N"],
  "positions_angstrom": [[2.238, 0.001, -0.014], [0.953, 0.029, -0.044], [0.118, 1.318, -0.113], [-1.760, 0.045, -0.116], [0.150, -1.103, 0.030], [2.897, -0.857, 0.277], [2.876, 0.941, 0.108], [0.612, 2.345, -0.030], [-3.417, -0.895, -0.115], [0.695, -2.024, 0.204], [-1.171, 1.279, -0.116], [-3.086, 0.141, 0.206], [-1.105, -1.221, -0.277]],
  "total_energy_ev": -9733.2184,
  "orbital_gap_ev": 8.1,
  "lumo_energy_ev": -1.119,
  "smiles": "C=C1C=NC(=N)N=C1"
}

---

Entry 5:
{
  "formula": "C5H5N3O",
  "method": "ωB97M-V with the def2-TZVPD basis set",
  "symbols": ["C", "C", "C", "C", "C", "H", "H", "H", "H", "H", "N", "N", "N", "O"],
  "positions_angstrom": [[-1.836, -1.794, -0.508], [-0.446, 0.108, -0.191], [0.364, 1.233, -0.003], [1.043, 2.186, 0.217], [1.309, 3.455, 0.714], [-2.583, -1.612, -1.889], [-2.622, -1.697, 0.917], [-0.465, -2.825, -0.513], [0.424, -1.895, -0.146], [2.562, -0.385, 0.817], [-1.649, -0.157, -0.530], [0.542, -0.831, 0.192], [1.494, 4.607, 0.939], [1.863, -0.392, -0.016]],
  "total_energy_ev": -11769.5967,
  "orbital_gap_ev": 8.3,
  "lumo_energy_ev": -1.348
}

---

Entry 6:
{
  "formula": "C5H5N3O",
  "method": "ωB97M-V with the def2-TZVPD basis set",
  "symbols": ["C", "C", "C", "C", "C", "H", "H", "H", "H", "H", "N", "N", "N", "O"],
  "positions_angstrom": [[-0.456, 0.347, -0.331], [-1.461, -0.609, -0.118], [0.703, -0.373, -0.399], [2.071, -0.044, -0.254], [3.238, 0.086, 0.378], [-0.608, 2.169, 0.845], [0.032, 2.565, -0.678], [-2.901, 0.791, 0.657], [-1.111, -2.960, -0.443], [4.374, -0.068, 0.592], [-0.865, 1.866, -0.255], [-0.796, -1.880, 0.139], [0.523, -1.671, -0.328], [-2.743, -0.219, 0.193]],
  "total_energy_ev": -11776.3087,
  "orbital_gap_ev": 9.0,
  "lumo_energy_ev": 0.298,
  "smiles": "C#Cc1n[nH]c(O)c1N"
}

---

Entry 7:
{
  "formula": "C5H5N3O7",
  "method": "ωB97M-V with the def2-TZVPD basis set",
  "symbols": ["C", "C", "C", "C", "C", "N", "N", "N", "O", "O", "O", "O", "O", "O", "O", "H", "H", "H", "H", "H"],
  "positions_angstrom": [[0.230, -0.043, 0.802], [1.556, -0.440, 0.814], [-0.296, -0.393, -0.424], [1.783, -1.052, -0.402], [-1.656, -0.201, -0.937], [5.479, 0.140, 1.356], [2.797, -1.823, -0.968], [3.873, 1.296, -0.396], [5.049, 0.543, 2.379], [5.300, 0.496, 0.208], [3.902, -1.835, -0.386], [2.430, -2.447, -1.975], [3.266, 2.029, 0.328], [3.589, 0.871, -1.455], [0.624, -1.032, -1.128], [-0.265, 0.538, 1.448], [2.112, -0.656, 1.667], [-1.664, 0.648, -1.620], [-2.294, -0.254, -0.042], [-1.939, -1.025, -1.667]],
  "total_energy_ev": -24056.6035,
  "orbital_gap_ev": [8.1, 8.1],
  "lumo_energy_ev": [-1.325, -1.326]
}

---

Entry 8:
{
  "formula": "C5H5NO",
  "method": "ωB97M-V with the def2-TZVPD basis set",
  "symbols": ["N", "C", "C", "O", "C", "C", "C", "H", "H", "H", "H", "H"],
  "positions_angstrom": [[2.798, 1.162, -0.104], [1.938, 0.398, 0.040], [0.830, -0.554, 0.208], [0.070, -0.313, 1.384], [-1.158, -0.157, 0.620], [-1.564, 1.064, 0.022], [-0.375, -0.338, -0.740], [1.227, -1.577, 0.188], [-1.892, -0.921, 0.874], [-0.365, 0.566, -1.367], [-0.798, 1.833, 0.239], [-0.711, -1.164, -1.363]],
  "total_energy_ev": -8798.1968,
  "orbital_gap_ev": 9.7,
  "lumo_energy_ev": 0.241
}

---

For the records above, the corresponding energy above the lowest of the compared OMol25 structures with the same formula, charge and spin values read 0.041, 0.979, 2.062, 2.270, 14.124, 7.412, 1.686, 5.222 eV.